Entry 1:
This record from the Open Molecules 2025 dataset describes a cluster of 21 separate species, C24H56Cl40N2P2S in total. The level of theory is the ωB97M-V functional and the def2-TZVPD basis.

Last column: Löwdin charge in e.
Element x y z (Å)
Cl 2.756 -1.230 4.009  0.569
Cl 0.744 2.907 -0.700  0.491
Cl 4.149 2.708 7.043  0.516
Cl -5.023 2.536 2.426  0.503
Cl -2.396 -0.463 -8.286  0.534
Cl 4.704 -3.568 6.644  0.497
Cl 2.559 9.407 1.655  0.505
Cl -2.005 4.850 0.958  0.520
Cl 1.560 6.358 -1.164  0.502
Cl -1.602 1.179 -0.993  0.506
Cl -3.427 -4.560 -14.247  0.501
Cl -3.459 -0.521 -11.022  0.530
Cl -4.828 -6.040 5.597  0.488
Cl -4.079 -8.385 7.187  0.503
Cl 4.498 -5.035 0.657  0.505
Cl 1.229 2.667 6.950  0.523
Cl -4.131 1.232 4.882  0.479
Cl -6.567 7.298 -11.213  0.498
Cl -6.754 -0.689 -7.199  0.508
Cl 6.413 7.139 -4.911  0.497
Cl 6.532 1.159 5.105  0.548
Cl -2.739 -2.721 3.447  0.530
Cl -4.473 7.419 -13.259  0.500
Cl 6.263 -3.423 9.121  0.510
Cl 2.983 1.596 3.286  0.516
Cl -0.579 7.366 -2.904  0.555
Cl -5.654 -1.774 5.861  0.513
Cl 6.780 -6.725 1.381  0.496
Cl -0.800 -3.579 -13.398  0.497
Cl -6.980 0.212 -9.978  0.493
Cl -3.683 -1.475 0.989  0.547
Cl 0.062 3.840 2.767  0.498
Cl 9.456 1.236 5.286  0.521
Cl -2.825 4.156 -9.896  0.528
Cl 2.246 4.219 -5.103  0.520
Cl -0.670 4.471 -5.252  0.512
Cl 4.965 7.507 -7.430  0.498
Cl 1.991 6.568 2.093  0.514
Cl -7.208 -1.829 3.352  0.542
Cl -0.509 5.943 -9.792  0.522
S -1.494 -5.853 5.326  0.284
P 2.954 -6.378 5.065  0.536
P 0.722 -6.114 5.115  0.400
N 3.530 -7.444 4.028  -0.361
N 0.942 -1.368 1.234  -0.010
C 0.586 -5.948 3.278  -0.395
C -2.398 0.313 -9.875  -1.004
C 0.269 7.546 -1.359  -0.983
C 7.933 1.472 6.144  -1.006
C -5.301 6.409 -12.069  -1.037
C 2.767 8.018 2.734  -1.001
C 5.512 6.350 -6.212  -1.034
C 1.372 -4.737 2.711  -0.259
C 0.751 4.502 -4.198  -1.047
C -6.490 -2.771 4.666  -1.024
C 3.367 0.362 4.491  -1.035
C -3.581 -2.976 1.915  -0.990
C -5.314 -7.644 6.165  -1.010
C 5.017 -6.590 1.339  -1.029
C 0.465 -3.556 2.316  -0.216
C 5.446 -4.481 7.967  -1.026
C -2.452 -3.140 -13.848  -1.037
C 2.653 2.969 7.951  -1.003
C -0.219 1.607 0.019  -1.033
C -1.711 5.059 -8.852  -1.021
C 1.114 -2.822 1.132  -0.276
C -1.222 5.032 2.534  -0.996
C -6.084 0.349 -8.463  -1.044
C -4.969 1.022 3.340  -1.056
H -0.586 1.942 0.981  -0.032
H -1.965 4.893 3.310  0.027
H -4.446 0.274 2.755  -0.051
H -3.034 -3.704 1.327  0.023
H -0.787 6.023 2.595  -0.010
H 3.495 -5.094 4.910  -0.096
H -4.574 6.063 -11.345  -0.023
H -4.583 -3.336 2.120  0.007
H 1.859 -5.060 1.795  0.071
H 4.646 5.860 -5.784  -0.020
H 0.808 5.474 -3.727  -0.083
H 2.760 -7.854 3.506  -0.052
H -0.450 7.411 -0.558  0.013
H 4.632 -6.687 2.351  -0.044
H -1.200 4.357 -8.204  -0.006
H -1.388 0.297 -10.264  0.028
H -5.982 0.697 3.540  -0.020
H 0.644 3.724 -3.451  -0.016
H 7.881 2.498 6.487  0.025
H -5.060 0.051 -8.641  -0.057
H 2.179 -3.071 1.154  0.076
H 4.625 -7.383 0.713  0.024
H -5.479 -8.279 5.304  0.025
H 0.711 -3.185 0.192  0.114
H 7.896 0.788 6.983  0.028
H 6.174 -5.164 7.546  0.029
H 0.387 -2.882 3.163  0.080
H 3.299 -6.796 6.380  -0.033
H 4.669 -5.027 8.487  0.021
H 0.402 0.729 0.138  -0.017
H -6.225 -7.544 6.743  0.024
H -5.755 5.570 -12.583  0.025
H 2.323 8.257 3.692  0.025
H -2.748 1.331 -9.765  -0.030
H 1.096 -1.121 2.206  -0.016
H 0.854 -6.857 2.751  0.079
H -1.586 -5.430 6.597  -0.199
H -2.284 5.765 -8.265  0.027
H 2.629 3.996 8.293  0.025
H -7.281 -3.317 5.165  0.024
H 0.582 -7.391 5.695  -0.024
H 2.906 0.639 5.430  -0.023
H -2.413 -2.493 -14.715  0.025
H -0.461 -5.788 3.068  0.017
H -2.910 -2.629 -13.011  -0.024
H 4.446 0.299 4.599  -0.083
H 2.162 -4.383 3.365  0.060
H 2.637 2.287 8.793  0.026
H 6.159 5.624 -6.689  0.024
H -0.517 -3.897 2.013  0.074
H 0.706 8.536 -1.314  0.023
H 0.893 -4.998 5.978  -0.020
H -6.131 1.378 -8.125  0.027
H -5.771 -3.459 4.239  -0.027
H 3.826 7.823 2.846  0.026
H 1.661 -0.902 0.693  0.064

Values from the calculation:
- LUMO level (eV) = 0.01
- E (eV) = -559084.0893
- total charge = 0


Entry 2:
This record from the Open Molecules 2025 dataset describes a cluster of 2 separate species, C6H15NOSi in total. The level of theory is the ωB97M-V functional and the def2-TZVPD basis.

Last column: natural (NBO) charge in e.
Element x y z (Å)
Si 1.661 0.417 0.247  1.231
O -2.500 2.107 -0.029  -0.547
N -2.648 -0.266 0.228  -0.487
C 2.190 -1.437 0.003  -1.109
C -2.136 0.986 0.301  0.620
C 2.154 1.347 -1.427  -1.083
C -1.826 -1.408 0.578  -0.389
C 2.529 1.434 1.583  -1.142
C -3.823 -0.572 -0.699  -0.456
H 3.176 1.393 -1.520  0.217
H -3.470 -0.817 -1.741  0.203
H 1.942 2.380 -1.020  0.228
H -4.553 -1.393 -0.378  0.217
H -1.154 -1.020 1.282  0.224
H 1.529 -2.185 0.347  0.230
H 2.890 0.745 2.399  0.242
H -1.183 -1.770 -0.288  0.182
H -2.463 -2.184 0.825  0.200
H 3.360 1.966 1.061  0.238
H 1.644 1.034 -2.336  0.235
H 3.129 -1.809 0.476  0.237
H 2.296 -1.421 -1.034  0.227
H -4.521 0.370 -0.854  0.234
H 1.777 2.102 1.995  0.248

Values from the calculation:
- LUMO level (spin up / spin down) (eV) = -0.19 / 0.28
- E (eV) = -17876.6358
- energy relative to the best compared isomer or geometry (same formula, charge and spin) (kcal/mol) = 113.8
- total charge = 0


Entry 3:
This record from the Open Molecules 2025 dataset describes an isolated molecule of C25H25ClN6O2. The level of theory is the ωB97M-V functional and the def2-TZVPD basis.

Last column: natural (NBO) charge in e.
Element x y z (Å)
Cl -1.873 -6.971 2.637  -0.002
O 2.031 4.099 0.404  -0.612
O -2.549 3.672 -1.260  -0.629
N -0.371 -0.241 -2.576  -0.361
N -1.664 -2.345 0.535  -0.451
N 0.365 -0.348 0.494  -0.395
N 2.590 0.111 0.359  -0.567
N 3.425 2.296 0.546  -0.390
N -2.742 2.167 -2.941  -0.611
C 5.101 -1.052 0.264  -0.626
C 5.976 1.276 0.635  -0.136
C -2.006 -0.944 0.448  -0.227
C -2.849 -4.735 3.788  -0.286
C -3.100 -3.375 3.788  -0.169
C 4.932 0.419 0.442  -0.037
C 3.600 0.939 0.421  0.441
C -3.559 3.311 -4.956  -0.611
C 1.076 1.950 0.089  -0.339
C 2.123 2.888 0.361  0.657
C 1.331 0.575 0.301  0.501
C 4.479 3.131 0.748  0.053
C -0.397 -2.571 -0.129  -0.219
C -3.891 2.780 -3.565  -0.224
C -2.133 2.697 -1.854  0.675
C -0.923 -0.066 1.092  -0.239
C 0.711 -1.753 0.551  -0.239
C -2.697 -2.569 2.741  -0.308
C -1.789 -4.485 1.631  -0.322
C -0.122 2.514 -0.448  -0.005
C -2.192 -5.269 2.692  0.005
C 5.747 2.659 0.803  -0.276
C -0.918 1.956 -1.402  -0.358
C -0.609 0.741 -2.020  0.289
C -2.024 -3.104 1.635  0.281
H -4.700 2.044 -3.627  0.189
H -4.202 3.596 -2.909  0.234
H 6.571 3.334 0.965  0.232
H -2.770 4.057 -4.895  0.213
H -2.974 -0.756 0.909  0.218
H -3.226 2.503 -5.604  0.200
H -0.354 3.533 -0.158  0.265
H 4.690 -1.357 -0.696  0.233
H 6.987 0.899 0.662  0.220
H -0.491 -2.246 -1.169  0.231
H 6.149 -1.331 0.314  0.216
H -2.907 -1.514 2.804  0.209
H 1.662 -1.890 0.040  0.247
H 4.209 4.173 0.841  0.257
H -3.613 -2.931 4.628  0.216
H -0.126 -3.623 -0.109  0.211
H -1.173 0.989 0.993  0.236
H -4.439 3.770 -5.397  0.214
H -3.156 -5.364 4.607  0.227
H 0.813 -2.077 1.595  0.192
H -2.085 -0.699 -0.615  0.218
H -0.863 -0.313 2.163  0.197
H -2.309 1.394 -3.424  0.403
H -1.313 -4.961 0.790  0.224
H 4.545 -1.581 1.035  0.235

Values from the calculation:
- LUMO level (eV) = -0.65
- E (eV) = -51889.7709
- total charge = 0


Entry 4:
This record from the Open Molecules 2025 dataset describes an isolated molecule of C4H2FNO. The level of theory is the ωB97M-V functional and the def2-TZVPD basis.

Last column: natural (NBO) charge in e.
Element x y z (Å)
F -0.151 -2.393 2.022  -0.331
O 1.384 1.170 -3.035  -0.490
N 0.462 0.420 -1.018  -0.551
C -0.482 -0.387 1.020  -0.431
C 0.872 0.888 -2.041  0.879
C 0.255 -1.617 1.009  0.488
C -0.316 0.564 0.068  -0.008
H -0.848 1.509 0.147  0.196
H -1.174 -0.154 1.828  0.246

Values from the calculation:
- ⟨S²⟩ = 2.04
- LUMO level (spin up / spin down) (eV) = 0.60 / -1.60
- E (eV) = -10430.8460
- 2S+1 = 3
- total charge = 0


Q: What is the formula in the fourth record?
A: C4H2FNO


Q: Look up the total charge of the third one.
A: 0


Q: Among the records above, which one has the lowest E?
A: C24H56Cl40N2P2S